<one>
A 2-piece molecular cluster, C2H8NO2S overall. Source: the Open Molecules 2025 dataset; level of theory: ωB97M-V/def2-TZVPD.

The geometry in ORCA input format:
```
! wB97M-V def2-TZVPD RIJCOSX def2/J DEFGRID3
* xyz 1 1
S 1.800 -0.890 0.580
O -3.294 -1.016 0.127
O -1.191 -0.775 -0.059
N 0.628 1.448 -0.841
C 0.694 1.017 0.448
C -2.144 -1.499 0.178
H -2.153 -2.553 0.492
H 1.907 -1.002 1.795
H -0.252 0.868 0.969
H 3.081 -0.386 0.278
H 0.019 0.993 -1.567
H 1.443 1.921 -1.336
H 1.307 1.595 1.047
H -3.141 -0.047 -0.127
*
```

The lowest unoccupied orbital energy is -3.938 eV. The HOMO-LUMO gap is 10.6298 eV. Its HOMO energy is -0.53534 Ha.

For each atom in turn, the natural (NBO) charge in e is: S 0.1508; O -0.6035; O -0.7181; N -0.7566; C -0.0458; C 0.6714; H 0.1548; H 0.1411; H 0.2575; H 0.1945; H 0.4276; H 0.4159; H 0.2072; H 0.5032

<two>
An isolated ion of composition C2H8NO2S and charge +1. Source: the Open Molecules 2025 dataset; level of theory: ωB97M-V/def2-TZVPD.

The geometry in ORCA input format:
```
! wB97M-V def2-TZVPD RIJCOSX def2/J DEFGRID3
* xyz 1 1
S -0.734 -1.888 -0.600
O 1.898 -1.131 -1.379
O 0.607 0.587 -0.641
N -0.792 0.539 1.418
C 1.052 -0.610 -0.571
C -0.107 1.337 0.426
H -0.813 2.042 -0.169
H 1.994 -0.682 -2.244
H 1.341 -0.993 0.475
H -1.562 -1.302 0.253
H -1.674 0.936 1.589
H 0.626 2.063 0.793
H -0.323 0.564 2.325
H -1.515 -1.464 -1.675
*
```

The lowest unoccupied orbital energy is -3.457 eV. The HOMO-LUMO gap is 11.0521 eV. Its HOMO energy is -0.53318 Ha.

For each atom in turn, the natural (NBO) charge in e is: S 0.0136; O -0.6167; O -0.4991; N -0.8620; C 0.5792; C 0.0641; H 0.2231; H 0.5219; H 0.1837; H 0.1969; H 0.3953; H 0.2117; H 0.3952; H 0.1929

Stability ranking, top and bottom: <one> is the most stable and <two> is the least stable.

<one>
A 2-piece molecular cluster, C5H8IN overall. Source: the Open Molecules 2025 dataset; level of theory: ωB97M-V/def2-TZVPD.

The geometry in ORCA input format:
```
! wB97M-V def2-TZVPD RIJCOSX def2/J DEFGRID3
* xyz 0 1
I -2.951 -0.337 -0.566
N 1.318 0.238 -0.754
C -0.789 -1.324 1.176
C -0.054 1.678 0.716
C -1.047 -1.061 -0.269
C 0.217 0.786 -0.187
C 2.022 0.591 -1.734
H -0.708 -1.939 -0.969
H 1.859 1.415 -2.432
H -1.046 1.638 1.159
H -1.361 -2.267 1.457
H 0.274 -1.561 1.472
H 0.506 2.577 1.140
H -1.178 -0.569 1.821
H 2.936 0.134 -2.030
*
```

The lowest unoccupied orbital energy (alpha / beta) is 0.081 / 0.081 eV. The HOMO-LUMO gap (alpha / beta) is 8.3814 / 8.3821 eV. Its HOMO energy (alpha / beta) is -0.30503 / -0.30504 Ha.

For each atom in turn, the natural (NBO) charge in e is: I 0.1611; N -0.4493; C -0.6879; C -0.5653; C -0.3523; C 0.2633; C -0.0301; H 0.2394; H 0.1438; H 0.2187; H 0.2055; H 0.2341; H 0.2339; H 0.2194; H 0.1656

<two>
A 2-piece molecular cluster, C5H8IN overall. Source: the Open Molecules 2025 dataset; level of theory: ωB97M-V/def2-TZVPD.

The geometry in ORCA input format:
```
! wB97M-V def2-TZVPD RIJCOSX def2/J DEFGRID3
* xyz 0 1
I -1.210 3.945 1.029
N 0.370 -0.990 -0.277
C -0.992 2.074 0.002
C 0.023 -1.273 0.885
C 1.419 -1.662 -1.030
C -1.109 2.039 -1.324
C 0.006 -1.439 2.110
H -1.264 2.890 -1.879
H 1.099 -1.359 -2.019
H -0.863 -1.936 2.571
H 0.535 -0.792 2.766
H 1.437 -2.669 -0.788
H -0.946 1.107 0.707
H 2.308 -1.186 -0.773
H -0.813 1.253 -1.980
*
```

The structure (SMILES) is C=C=NC.C=CI. The lowest unoccupied orbital energy is 0.668 eV. The HOMO-LUMO gap is 9.6376 eV. Its HOMO energy is -0.32964 Ha.

For each atom in turn, the natural (NBO) charge in e is: I 0.0926; N -0.4387; C -0.3333; C 0.3924; C -0.4142; C -0.4169; C -0.6359; H 0.1931; H 0.2123; H 0.2390; H 0.2460; H 0.1966; H 0.2444; H 0.2063; H 0.2163

Stability ranking, top and bottom: <two> is the most stable and <one> is the least stable.

<one>
A 2-piece molecular cluster, C5H12N2O2 overall. Source: the Open Molecules 2025 dataset; level of theory: ωB97M-V/def2-TZVPD.

The geometry in ORCA input format:
```
! wB97M-V def2-TZVPD RIJCOSX def2/J DEFGRID3
* xyz 0 1
O 1.481 -0.779 1.825
O 0.527 -2.155 -1.271
N 0.995 1.777 0.432
N 0.386 1.474 -2.264
C -0.942 0.519 1.190
C -0.833 -1.004 1.343
C 0.578 -1.541 1.576
C -0.149 1.128 0.044
C -0.476 0.954 -1.249
H -1.459 0.554 -1.486
H 1.022 0.787 -2.631
H 0.722 -2.629 1.541
H -1.179 -1.170 2.378
H -2.001 0.704 1.053
H -0.414 -2.283 -1.396
H 1.433 2.130 -0.385
H 0.596 -1.198 -1.403
H 1.619 1.341 1.088
H -0.550 0.979 2.093
H -0.029 1.975 -3.035
H -1.328 -1.564 0.558
*
```

The structure (SMILES) is N/C=C(\N)CCC=O.O. The lowest unoccupied orbital energy is 0.733 eV. The HOMO-LUMO gap is 8.6898 eV. Its HOMO energy is -0.29242 Ha.

For each atom in turn, the natural (NBO) charge in e is: O -0.5687; O -0.9347; N -0.8239; N -0.8735; C -0.4421; C -0.4970; C 0.4641; C 0.2146; C -0.2149; H 0.1734; H 0.3606; H 0.1305; H 0.2348; H 0.2246; H 0.4621; H 0.3876; H 0.4768; H 0.4067; H 0.2281; H 0.3738; H 0.2171

<two>
One molecule with the formula C5H12N2O2. Source: the Open Molecules 2025 dataset; level of theory: ωB97M-V/def2-TZVPD.

The geometry in ORCA input format:
```
! wB97M-V def2-TZVPD RIJCOSX def2/J DEFGRID3
* xyz 0 1
O -0.794 2.213 0.815
O 0.643 0.468 1.521
N -0.736 -0.133 -1.874
N 1.428 1.251 -0.551
C 2.050 -0.933 0.214
C -0.507 -0.625 -0.511
C 0.953 0.127 0.186
C -0.470 1.313 1.569
C -1.851 -0.814 0.194
H 2.358 -1.228 -0.793
H -1.709 -1.158 1.224
H -2.463 0.092 0.162
H -2.455 -1.569 -0.325
H -0.947 1.118 2.537
H 0.727 1.715 -1.123
H -1.457 -0.662 -2.355
H -0.995 0.852 -1.828
H 2.927 -0.567 0.761
H 1.717 2.008 0.065
H 1.707 -1.824 0.750
H -0.125 -1.645 -0.640
*
```

The structure (SMILES) is C[C@@H](N)[C@@](C)(N)OC=O. The lowest unoccupied orbital energy is 0.922 eV. The HOMO-LUMO gap is 10.0165 eV. Its HOMO energy is -0.33421 Ha.

For each atom in turn, the natural (NBO) charge in e is: O -0.5695; O -0.5400; N -0.8515; N -0.8610; C -0.6311; C -0.0577; C 0.4263; C 0.6589; C -0.6525; H 0.2344; H 0.2113; H 0.2135; H 0.2200; H 0.1293; H 0.3757; H 0.3639; H 0.3509; H 0.2201; H 0.3712; H 0.2047; H 0.1830

<three>
C5H12N2O2 as an isolated structure. Source: the Open Molecules 2025 dataset; level of theory: ωB97M-V/def2-TZVPD.

The geometry in ORCA input format:
```
! wB97M-V def2-TZVPD RIJCOSX def2/J DEFGRID3
* xyz 0 1
O -1.105 0.019 1.718
O -0.560 2.362 0.686
N -0.218 0.206 -0.616
N 1.015 0.732 1.217
C 0.716 -0.356 -1.572
C 0.453 -1.717 1.268
C 0.031 -0.288 1.083
C 0.465 1.756 0.307
C -1.571 0.296 -1.134
H 0.756 0.267 -2.473
H -2.026 -0.698 -1.213
H 0.715 -1.864 2.317
H 1.958 0.425 1.018
H -0.383 -2.369 1.025
H -1.569 0.765 -2.121
H 1.280 2.279 -0.224
H -1.239 1.007 1.557
H -2.185 0.906 -0.475
H 1.315 -1.962 0.651
H 1.719 -0.397 -1.145
H 0.433 -1.371 -1.873
*
```

The lowest unoccupied orbital energy is 0.721 eV. The HOMO-LUMO gap is 9.5600 eV. Its HOMO energy is -0.32484 Ha.

For each atom in turn, the natural (NBO) charge in e is: O -0.7164; O -0.7207; N -0.4441; N -0.7148; C -0.4211; C -0.6665; C 0.6481; C 0.5263; C -0.4266; H 0.2039; H 0.1905; H 0.2456; H 0.3709; H 0.2376; H 0.2011; H 0.1379; H 0.5179; H 0.2309; H 0.2173; H 0.1943; H 0.1880

Stability ranking, top and bottom: <one> is the most stable and <three> is the least stable.

<one>
A 2-piece molecular cluster, C5H12N2O2 overall. Source: the Open Molecules 2025 dataset; level of theory: ωB97M-V/def2-TZVPD.

The geometry in ORCA input format:
```
! wB97M-V def2-TZVPD RIJCOSX def2/J DEFGRID3
* xyz 0 1
O 1.689 -1.816 -0.802
O 1.281 -1.096 1.275
N -0.610 1.303 1.046
N -1.807 1.905 -0.727
C 2.993 0.021 0.086
C -1.753 -1.556 -0.703
C -1.048 0.805 -0.221
C 1.952 -1.049 0.109
C -1.897 -0.406 -0.029
H -2.488 2.146 -0.011
H -0.172 2.204 0.864
H 3.980 -0.428 0.206
H -0.992 -1.681 -1.469
H -2.334 1.593 -1.538
H -2.409 -2.400 -0.509
H -2.680 -0.341 0.724
H -0.198 0.608 -0.882
H 0.617 -1.809 1.149
H 2.929 0.562 -0.862
H 0.129 0.695 1.401
H 2.820 0.740 0.892
*
```

The structure (SMILES) is C=CC(N)N.CC(=O)O. The lowest unoccupied orbital energy is 0.785 eV. The HOMO-LUMO gap is 10.0850 eV. Its HOMO energy is -0.34178 Ha.

For each atom in turn, the natural (NBO) charge in e is: O -0.6002; O -0.6929; N -0.8401; N -0.8177; C -0.7315; C -0.4112; C 0.0508; C 0.7897; C -0.2020; H 0.3596; H 0.3622; H 0.2515; H 0.2082; H 0.3573; H 0.1999; H 0.2032; H 0.1558; H 0.5085; H 0.2471; H 0.3699; H 0.2319

<two>
C5H12N2O2 as an isolated structure. Source: the Open Molecules 2025 dataset; level of theory: ωB97M-V/def2-TZVPD.

The geometry in ORCA input format:
```
! wB97M-V def2-TZVPD RIJCOSX def2/J DEFGRID3
* xyz 0 1
O 0.286 1.081 0.482
O 2.477 -0.539 0.036
N -0.223 -0.361 -2.217
N 1.569 -1.618 0.164
C 0.260 -1.382 0.467
C -1.088 -0.356 -1.207
C -0.601 -0.090 0.311
C -0.593 2.290 0.514
C -1.706 0.176 1.388
H 0.561 -0.997 -1.996
H -2.018 -1.096 -1.128
H -1.532 1.059 2.421
H 0.249 0.434 -2.091
H -0.755 2.780 -0.609
H -0.120 -2.253 0.895
H 2.011 0.327 0.471
H 0.124 3.158 1.213
H -1.828 -0.896 1.669
H -2.598 0.673 0.753
H -1.703 0.463 -1.270
H -1.546 2.041 1.053
*
```

The lowest unoccupied orbital energy is 0.502 eV. The HOMO-LUMO gap is 9.7276 eV. Its HOMO energy is -0.33902 Ha.

For each atom in turn, the natural (NBO) charge in e is: O -0.6063; O -0.5710; N -0.7803; N -0.1001; C -0.0476; C -0.2215; C 0.1829; C -0.2964; C -0.6649; H 0.3627; H 0.1942; H 0.2527; H 0.3535; H 0.1979; H 0.2084; H 0.4872; H 0.2070; H 0.2338; H 0.2147; H 0.1884; H 0.2047

Stability ranking, top and bottom: <one> is the most stable and <two> is the least stable.